# C32H42FN7O9S

A cluster of 7 separate species, C32H42FN7O9S in total at a distorted geometry (the ωB97M-V functional and the def2-TZVPD basis, the Open Molecules 2025 dataset).

Properties
Structure (SMILES) = [H]/N=C\C[C@]1(COCOCCO)C(=O)O[C@@](COO)(S(=O)(=O)F)[C@]1(C#C)Cc1ccccc1.CC#N.CC#N.CC#N.CC#N.CC#N.CC#N
2S+1 = 1
Calculated total energy = -2801.855201 hartree
Charge = 0

Geometry (Å):
H 5.619 -0.031 -2.876
N 5.773 -0.856 -2.231
C 4.552 -1.484 -1.968
C 3.133 -0.920 -2.580
C 1.869 -0.945 -1.545
C 1.375 -2.537 -1.696
O 0.532 -2.724 -2.924
C -0.764 -3.329 -2.577
O -1.440 -3.664 -3.856
C -2.904 -3.604 -3.729
C -3.521 -5.072 -4.235
O -4.937 -4.879 -4.663
C 0.454 -0.175 -1.963
O 0.133 0.529 -3.049
O -0.365 -0.518 -0.753
C 0.445 -0.168 0.462
C -0.201 1.300 0.832
O 0.135 1.714 2.235
O -0.868 2.342 2.780
S -0.155 -1.198 1.940
O -0.317 -2.728 1.584
O -1.599 -0.773 2.419
F 0.843 -0.967 3.358
C 1.991 -0.302 -0.043
C 2.591 -1.618 0.801
C 3.065 -2.686 1.622
C 3.121 0.814 0.313
C 2.847 2.339 -0.183
C 2.537 3.468 1.012
C 2.245 5.065 0.613
C 2.241 5.614 -0.951
C 2.589 4.520 -2.121
C 2.880 2.926 -1.710
H 4.557 -2.410 -1.253
H 2.852 -1.665 -3.470
H 3.354 0.108 -3.090
H 0.707 -2.896 -0.806
H 2.303 -3.253 -1.853
H -1.425 -2.538 -2.022
H -0.663 -4.309 -1.904
H -3.414 -2.788 -4.431
H -3.303 -3.458 -2.638
H -3.583 -5.723 -3.237
H -2.853 -5.584 -5.056
H -5.291 -3.996 -4.304
H 0.078 2.152 0.043
H -1.394 1.266 0.809
H -0.554 2.512 3.738
H 3.296 -3.379 2.566
H 3.218 0.834 1.503
H 4.216 0.522 -0.063
H 2.501 3.219 2.155
H 2.002 5.885 1.438
H 2.014 6.715 -1.281
H 2.640 4.809 -3.277
H 3.126 2.215 -2.604
C 6.594 1.706 1.997
C 5.491 2.401 2.778
N 4.576 2.978 3.425
H 6.392 0.632 1.942
H 6.645 2.110 0.983
H 7.556 1.862 2.492
C -1.487 5.675 3.311
C -0.066 6.200 3.182
N 1.112 6.636 3.076
H -1.992 5.724 2.343
H -1.471 4.636 3.652
H -2.043 6.278 4.034
C -3.808 -9.698 -4.310
C -3.474 -8.560 -3.359
N -3.197 -7.616 -2.570
H -4.003 -10.612 -3.742
H -4.696 -9.446 -4.896
H -2.970 -9.873 -4.990
C -3.239 8.293 0.497
C -3.676 7.483 1.707
N -4.038 6.811 2.711
H -2.291 8.796 0.708
H -3.107 7.633 -0.365
H -3.996 9.044 0.259
C -1.940 1.986 6.899
C -0.940 3.044 6.464
N -0.111 3.923 6.103
H -1.489 0.992 6.820
H -2.240 2.159 7.936
H -2.827 2.025 6.260
C -4.155 -5.249 0.181
C -5.405 -4.971 -0.636
N -6.443 -4.740 -1.315
H -3.467 -4.401 0.112
H -4.422 -5.406 1.230
H -3.654 -6.145 -0.197

Atom charges from the Löwdin analysis, given in e for atoms 1 to 2:
1. H 0.036
2. N 0.032